{
  "formula": "C4H8",
  "method": "ωB97M-V/def2-TZVPD",
  "de_lowest_ev": 2.442,
  "total_energy_ev": -4274.752,
  "gap_ev": 10.77,
  "e_homo_ev": -9.54,
  "charge": 0,
  "max_force_ha_per_bohr": 0.097,
  "spin_multiplicity": 1,
  "smiles": "C=C.C=C",
  "symbols": ["C", "C", "H", "H", "H", "H", "C", "C", "H", "H", "H", "H"],
  "xyz": [[-2.2219, 0.6074, -1.1663], [-2.4885, -0.5312, -0.4600], [-2.2880, 1.6031, -0.7252], [-1.9683, 0.4738, -2.2276], [-3.1033, -0.5140, 0.4913], [-2.1719, -1.5301, -0.7678], [2.0951, -0.0798, 1.5050], [2.5054, -0.0822, 0.1189], [2.5729, -0.7528, 2.2251], [1.7131, 0.8713, 1.9555], [2.9145, -0.9095, -0.4426], [2.4410, 0.8442, -0.5063]],
  "nbo_charge": [-0.401, -0.385, 0.201, 0.197, 0.192, 0.195, -0.410, -0.371, 0.200, 0.196, 0.192, 0.192]
}